Record 1
A cluster of 6 separate species, C17H27INO21S5 in total, computed with ωB97M-V with the def2-TZVPD basis set.

Results
HOMO (eV): -11.68
Charge: +1
Max |F| (eV Å⁻¹): 7.21
Multiplicity: 1

Each line ends with the Mulliken charge.
Positions of all 72 atoms, in Å:
O  1.754  4.738  0.598  -0.48
C  1.499  4.037  -0.438  0.36
I  2.262  2.044  -0.874  0.12
C  0.463  4.673  -1.550  -0.90
C  -0.974  3.967  -1.241  0.39
C  -1.855  4.611  -0.085  -0.35
C  -3.252  3.924  0.269  -0.20
C  -3.640  2.620  -0.580  -0.38
C  -2.634  2.101  -1.728  -0.27
N  -1.354  2.778  -2.028  0.09
H  0.789  4.405  -2.623  0.41
H  0.376  5.819  -1.463  0.36
H  -1.437  5.546  0.463  0.35
H  -3.907  4.394  1.093  0.37
H  -4.616  2.041  -0.386  0.35
H  -2.865  1.157  -2.376  0.36
H  -0.685  2.438  -2.755  0.29
C  5.369  0.241  -5.356  -0.38
C  4.952  0.759  -3.984  -0.33
O  3.650  1.311  -4.176  -0.25
S  2.881  0.466  -5.335  1.01
O  2.033  -0.496  -4.695  -0.51
O  2.403  1.389  -6.327  -0.57
O  4.184  -0.312  -5.933  -0.21
H  5.711  1.059  -5.996  0.30
H  6.149  -0.520  -5.291  0.27
H  5.638  1.515  -3.599  0.33
H  4.871  -0.060  -3.261  0.30
C  -1.021  0.270  1.307  0.70
C  -0.130  -0.931  1.598  -0.29
O  -1.011  -1.929  2.113  -0.33
S  -2.470  -1.760  1.414  1.09
O  -2.557  -2.691  0.324  -0.58
O  -3.461  -1.675  2.450  -0.55
O  -2.238  -0.275  0.796  -0.17
H  -1.251  0.819  2.221  -0.17
H  -0.572  0.949  0.579  -0.32
H  0.656  -0.701  2.319  0.36
H  0.321  -1.320  0.680  0.31
C  -1.917  -3.208  4.931  0.06
C  -2.942  -4.064  5.662  -0.28
O  -2.176  -4.903  6.526  -0.32
S  -0.846  -4.098  7.003  1.09
O  -1.103  -3.529  8.296  -0.54
O  0.302  -4.913  6.723  -0.54
O  -0.915  -2.904  5.901  -0.30
H  -1.445  -3.766  4.117  0.14
H  -2.354  -2.290  4.535  0.06
H  -3.546  -4.664  4.979  0.31
H  -3.599  -3.449  6.283  0.32
C  -4.702  3.919  4.400  -0.35
C  -4.757  2.556  5.077  -0.38
O  -3.836  1.743  4.348  -0.30
S  -2.620  2.675  3.807  0.94
O  -1.520  2.554  4.719  -0.58
O  -2.486  2.468  2.389  -0.20
O  -3.330  4.116  4.055  -0.33
H  -5.291  3.925  3.478  0.23
H  -5.049  4.719  5.057  0.36
H  -5.757  2.120  5.055  0.34
H  -4.408  2.615  6.113  0.31
C  4.676  -5.384  -6.075  -0.40
C  5.244  -5.026  -4.707  -0.33
O  5.165  -3.603  -4.632  -0.33
S  3.865  -3.100  -5.471  1.34
O  2.788  -2.901  -4.548  -0.58
O  4.295  -2.096  -6.411  -0.53
O  3.587  -4.484  -6.280  -0.33
H  5.413  -5.213  -6.865  0.28
H  4.329  -6.418  -6.120  0.32
H  6.275  -5.362  -4.584  0.32
H  4.628  -5.442  -3.904  0.29

=====

Record 2
A structure of composition C35H31N4O6S2Ti, computed with ωB97M-V with the def2-TZVPD basis set.

Results
HOMO (alpha / beta) (eV): -12.51 / -12.51
Charge: +2
Max |F| (eV Å⁻¹): 0.53
Multiplicity: 2

Each line ends with the Mulliken spin population.
Positions of all 79 atoms, in Å:
Ti  -0.285  0.758  1.540  0.94
O  -3.075  3.908  1.171  0.01
C  -2.379  2.849  1.476  0.01
O  -1.476  2.401  0.762  -0.01
C  -2.699  2.182  2.749  0.02
C  -3.652  2.518  3.691  0.00
C  -3.721  1.736  4.843  0.01
C  -2.843  0.677  5.027  0.00
C  -1.912  0.427  4.031  0.02
N  -1.867  1.159  2.932  -0.01
C  -0.815  -0.623  4.048  0.00
O  -0.707  -1.421  4.928  0.00
O  -0.029  -0.497  2.980  0.01
H  -2.775  4.286  0.327  0.00
H  -4.314  3.358  3.536  0.00
H  -4.457  1.968  5.601  0.00
H  -2.856  0.058  5.914  0.00
O  0.871  2.238  2.439  -0.02
S  2.018  1.932  3.431  0.00
C  3.284  1.085  2.463  0.00
C  3.726  1.822  1.204  0.00
C  4.335  0.876  0.149  0.00
C  3.448  0.599  -1.068  0.00
S  2.070  -0.480  -0.673  0.00
O  1.277  0.391  0.323  0.02
C  1.155  -0.490  -2.187  0.00
C  1.021  -1.701  -2.849  0.00
C  0.321  -1.735  -4.049  0.00
C  -0.235  -0.571  -4.555  0.00
C  -0.106  0.638  -3.872  0.00
C  0.594  0.686  -2.680  0.00
C  2.799  3.497  3.696  0.00
C  2.593  4.554  2.821  0.00
C  3.252  5.749  3.063  0.00
C  4.100  5.870  4.157  0.00
C  4.286  4.805  5.028  0.00
C  3.624  3.607  4.807  0.00
H  2.832  0.114  2.254  0.00
H  4.103  0.923  3.168  0.00
H  4.459  2.579  1.480  0.00
H  2.874  2.351  0.775  0.00
H  4.637  -0.071  0.605  0.00
H  5.252  1.317  -0.243  0.00
H  4.001  0.075  -1.852  0.00
H  3.024  1.514  -1.484  0.00
H  1.458  -2.605  -2.440  0.00
H  0.211  -2.672  -4.579  0.00
H  -0.772  -0.598  -5.494  0.00
H  -0.539  1.541  -4.281  0.00
H  0.700  1.619  -2.140  0.00
H  1.919  4.443  1.983  0.00
H  3.105  6.589  2.398  0.00
H  4.612  6.805  4.340  0.00
H  4.935  4.911  5.886  0.00
H  3.743  2.777  5.494  0.00
N  -3.245  -3.477  -3.644  0.00
C  -3.069  -4.556  -4.484  0.00
C  -3.757  -4.989  -5.618  0.00
C  -3.284  -6.134  -6.216  0.00
C  -2.168  -6.834  -5.711  0.00
C  -1.498  -6.407  -4.591  0.00
C  -1.963  -5.243  -3.964  0.00
N  -1.495  -4.603  -2.837  0.00
C  -2.284  -3.574  -2.672  0.00
C  -2.082  -2.600  -1.609  0.00
C  -1.245  -2.933  -0.540  0.00
C  -0.923  -1.975  0.386  0.00
N  -1.385  -0.708  0.321  0.00
C  -2.242  -0.410  -0.663  0.01
C  -2.617  -1.316  -1.633  0.00
H  -3.995  -2.811  -3.694  0.00
H  -4.616  -4.460  -6.010  0.00
H  -3.783  -6.511  -7.098  0.00
H  -1.843  -7.731  -6.220  0.00
H  -0.648  -6.943  -4.192  0.00
H  -0.838  -3.933  -0.479  0.00
H  -0.263  -2.200  1.214  0.00
H  -2.604  0.609  -0.696  0.00
H  -3.276  -0.990  -2.426  0.00

=====

Record 3
A structure of composition C36H42BrF10IrN4O2P, computed with ωB97M-V with the def2-TZVPD basis set.

Results
HOMO (alpha / beta) (eV): -6.36 / -6.82
Max |F| (eV Å⁻¹): 1.27
Multiplicity: 6

Each line ends with the Mulliken spin population.
Positions of all 97 atoms, in Å:
Ir  -0.229  -0.514  0.337  2.59
C  -0.124  2.670  -0.208  -0.01
N  0.581  1.464  -0.657  0.21
C  0.440  1.252  -2.113  0.03
C  -0.920  0.694  -2.435  0.00
N  -1.069  -0.581  -1.743  0.18
C  -2.104  -1.404  -2.075  0.06
C  -2.147  -2.734  -1.588  -0.02
F  -1.150  -3.188  -0.826  0.01
C  -3.177  -3.608  -1.850  -0.01
F  -3.149  -4.841  -1.344  0.00
C  -4.242  -3.222  -2.639  0.02
F  -5.244  -4.068  -2.897  0.00
C  -4.248  -1.944  -3.147  -0.01
F  -5.286  -1.536  -3.882  0.00
C  -3.223  -1.066  -2.868  0.02
F  -3.377  0.187  -3.339  0.00
C  2.000  1.474  -0.268  0.00
C  2.173  1.352  1.231  -0.08
N  1.444  0.189  1.714  0.78
C  1.616  -0.237  2.992  0.03
C  1.128  -1.509  3.413  0.10
F  0.509  -2.305  2.571  0.03
C  1.284  -1.995  4.687  -0.05
F  0.811  -3.189  5.001  -0.01
C  1.940  -1.246  5.646  0.16
F  2.085  -1.703  6.868  0.02
C  2.437  -0.004  5.298  -0.05
F  3.059  0.732  6.210  0.00
C  2.281  0.479  4.021  0.10
F  2.762  1.696  3.797  0.01
H  0.343  3.567  -0.633  0.00
H  -0.107  2.739  0.879  0.00
H  -1.165  2.631  -0.524  0.01
H  1.186  0.520  -2.406  0.00
H  0.611  2.193  -2.656  0.00
H  -0.992  0.575  -3.516  0.01
H  -1.703  1.405  -2.145  0.00
H  2.484  2.396  -0.615  0.00
H  2.475  0.626  -0.763  0.01
H  1.840  2.262  1.736  0.03
H  3.239  1.253  1.439  0.03
C  -4.916  -1.260  0.295  0.00
C  -4.633  0.073  1.012  0.04
C  -5.908  0.560  1.713  0.01
C  -4.220  1.070  -0.087  0.07
P  -3.164  -0.206  2.158  0.01
N  -1.861  -0.217  1.271  0.39
C  -3.005  1.225  3.369  0.04
C  -4.034  1.199  4.506  0.01
C  -3.156  2.539  2.586  0.01
C  -1.574  1.227  3.937  0.02
C  -3.369  -1.829  3.093  0.03
C  -2.982  -2.983  2.144  0.03
C  -2.349  -1.863  4.244  0.01
C  -4.771  -2.052  3.665  0.01
H  -5.595  -1.065  -0.541  0.00
H  -5.401  -1.992  0.941  0.00
H  -4.002  -1.696  -0.113  -0.01
H  -6.727  0.546  0.985  0.00
H  -5.816  1.584  2.077  0.00
H  -6.204  -0.077  2.547  0.00
H  -4.934  0.986  -0.914  0.00
H  -3.226  0.833  -0.473  -0.04
H  -4.232  2.105  0.253  0.00
H  -5.060  1.159  4.137  0.00
H  -3.929  2.120  5.089  0.00
H  -3.884  0.366  5.192  0.00
H  -4.187  2.736  2.290  0.00
H  -2.519  2.550  1.698  -0.01
H  -2.841  3.361  3.238  0.00
H  -1.378  0.398  4.617  0.00
H  -1.424  2.158  4.497  0.00
H  -0.842  1.190  3.127  0.00
H  -2.058  -2.764  1.610  -0.02
H  -3.758  -3.216  1.418  0.00
H  -2.811  -3.882  2.744  0.00
H  -1.332  -1.709  3.876  -0.01
H  -2.385  -2.860  4.697  0.00
H  -2.564  -1.142  5.032  0.00
H  -5.539  -2.117  2.897  0.00
H  -5.056  -1.275  4.378  0.00
H  -4.769  -3.006  4.201  0.00
Br  3.788  -2.931  1.698  0.00
C  3.620  -3.890  0.061  0.00
C  4.281  -5.108  -0.002  0.00
C  4.280  -5.833  -1.185  0.00
C  3.649  -5.322  -2.310  0.00
C  3.008  -4.095  -2.240  0.00
C  2.956  -3.369  -1.053  0.00
C  2.149  -2.085  -1.082  0.01
O  2.360  -1.285  -1.994  0.01
O  1.337  -1.949  -0.098  0.16
H  4.799  -5.481  0.871  0.00
H  4.785  -6.790  -1.226  0.00
H  3.664  -5.876  -3.242  0.00
H  2.524  -3.671  -3.113  0.00

=====

Record 4
A cluster of 2 separate species, C5H10NO3 in total, computed with ωB97M-V with the def2-TZVPD basis set.

Results
HOMO (eV): -2.85
Charge: -1
Max |F| (eV Å⁻¹): 4.30
Multiplicity: 1

Each line ends with the natural charge from an NBO analysis.
Positions of all 19 atoms, in Å:
C  -2.562  -0.113  0.199  0.98
C  0.378  -1.543  -0.679  -0.63
C  1.641  0.728  -0.704  -0.63
C  0.457  0.058  1.476  -0.71
C  0.338  -0.024  -0.190  0.16
N  -0.747  0.509  -0.806  -0.45
O  -3.036  0.905  0.566  -0.65
O  -2.563  -1.325  0.126  -0.67
O  -0.854  1.898  -0.543  -0.64
H  -0.558  -2.057  -0.331  0.24
H  0.332  -1.647  -1.709  0.20
H  1.250  -2.118  -0.374  0.17
H  2.004  1.522  -0.085  0.19
H  1.392  1.038  -1.622  0.21
H  2.428  0.000  -0.715  0.17
H  1.406  -0.363  1.715  0.19
H  0.457  1.193  1.545  0.20
H  -0.489  -0.489  1.789  0.21
H  -1.275  1.828  0.342  0.45

=====

Record 5
A structure of composition C4H10BCoO3, computed with ωB97M-V with the def2-TZVPD basis set.

Results
HOMO (alpha / beta) (eV): -13.62 / -13.58
Charge: +1
Max |F| (eV Å⁻¹): 5.09
Multiplicity: 4

Each line ends with the natural charge from an NBO analysis.
Positions of all 19 atoms, in Å:
C  2.304  -0.704  0.390  -0.66
C  1.848  0.902  0.403  -0.10
O  0.775  1.213  -0.554  -0.55
C  -0.563  0.943  -0.006  0.37
C  -1.186  -0.082  -1.151  -0.30
O  -2.007  -1.097  -0.413  -0.62
B  -2.121  -0.466  0.940  0.41
O  -0.728  0.060  1.160  -0.55
H  2.995  -0.856  1.326  0.25
H  1.343  -1.399  0.404  0.20
H  2.869  -0.903  -0.624  0.22
H  1.656  1.311  1.490  0.21
H  2.814  1.485  0.013  0.22
H  -1.099  1.965  0.196  0.22
H  -0.205  -0.696  -1.442  0.21
H  -1.711  0.506  -2.023  0.23
H  -2.851  0.463  0.756  0.21
H  -2.581  -1.094  1.821  0.07
Co  -1.551  -1.551  -2.688  0.97

=====

Record 6
An isolated molecule of C6H6N2S2, computed with ωB97M-V with the def2-TZVPD basis set.

Results
HOMO (eV): -8.70
Max |F| (eV Å⁻¹): 2.90
Multiplicity: 1

Each line ends with the natural charge from an NBO analysis.
Positions of all 16 atoms, in Å:
C  -3.292  0.143  0.575  -0.72
S  -1.894  1.076  -0.210  0.33
C  -0.663  -0.130  -0.107  -0.27
C  -1.104  -1.532  -0.100  0.25
N  -1.412  -2.665  -0.121  -0.27
C  0.634  0.206  -0.162  -0.27
C  1.057  1.578  -0.127  0.24
N  1.493  2.667  -0.086  -0.27
S  1.895  -1.044  -0.258  0.32
C  3.268  -0.276  0.620  -0.78
H  -3.052  0.059  1.651  0.23
H  -3.483  -0.822  0.134  0.24
H  -4.130  0.842  0.472  0.24
H  2.920  0.141  1.639  0.24
H  3.782  0.496  -0.027  0.24
H  3.985  -1.167  0.869  0.25